ORCA calculation (ωB97M-V with the def2-TZVPD basis set) on a molecular structure, C4H15N3O in a non-equilibrium geometry.

The geometry in XYZ format:
```
23
Properties=species:S:1:pos:R:3:forces:R:3:mulliken_charge:R:1
H 1.8089 3.4170 -0.5150 -0.32 -0.04 -0.07 0.326
C 1.3904 0.8850 -1.7030 0.81 -0.09 0.57 -0.421
H 0.1120 2.8387 -0.6315 0.02 0.08 0.10 0.325
H 0.3820 1.1653 -2.0111 -0.18 0.44 0.01 0.294
H -3.5912 -1.1794 0.5232 0.34 0.03 -0.18 0.222
C -0.7490 -1.8942 0.2896 -1.15 0.69 -0.26 -0.438
N -2.9820 -1.5418 1.2470 -0.03 -0.30 0.56 -0.636
N 0.6049 -1.4130 0.1577 1.25 2.23 0.55 -0.545
H 2.4610 1.2544 0.0922 0.11 -0.22 -0.46 0.194
H -3.4247 -1.2668 2.1147 0.04 -0.12 0.04 0.222
H 0.9487 2.9083 0.9549 -0.14 0.15 -0.24 0.291
H -0.8006 -2.9257 0.6475 0.06 0.17 -0.07 0.334
C -1.6077 -1.0036 1.1983 -0.84 -0.29 -0.31 -0.524
C 1.0627 2.7098 -0.1168 0.66 -0.62 0.42 -0.948
H -1.2577 -1.8241 -0.6814 0.20 -0.43 -0.07 0.205
N 1.5143 1.3064 -0.2683 -1.21 0.05 0.38 -0.374
H -1.1887 -0.9939 2.2009 -0.02 0.10 0.15 0.396
H 2.1409 1.5392 -2.1844 -0.25 -0.46 -0.78 0.365
H 1.1934 -1.1348 -1.0200 -0.36 1.94 -1.86 0.327
H 1.3206 -2.0986 0.3689 -0.08 0.37 0.91 0.302
O 1.5846 -0.4553 -1.9484 0.37 -0.79 1.23 -0.716
H 0.7831 -0.3124 0.4610 -0.14 -3.02 -0.60 0.519
H -1.7058 0.0194 0.8238 0.86 0.11 -0.04 0.281
```
Positions in Å, forces in eV/Å.

Output
**Energy**: -400.83515 Eh
**Net charge**: 0
**Frontier orbital gap**: 0.343 Eh
**Molar mass**: 121.18 g mol⁻¹

ORCA calculation (ωB97M-V with the def2-TZVPD basis set) on a molecular structure, C31H36BClIN8NiO3.

The geometry in XYZ format:
```
82
Properties=species:S:1:pos:R:3:forces:R:3:lowdin_spin:R:1
H 2.4836 -1.9231 -5.3879 0.01 0.02 0.06 0.000
C 3.2995 -1.8120 3.0071 -0.01 0.04 0.00 0.000
O 1.7494 -0.1744 -1.2708 -0.16 -0.36 -0.23 0.042
H -2.4538 0.9851 -1.3339 0.07 -0.10 0.09 0.000
H 3.9057 -1.3070 3.7651 -0.05 -0.02 -0.04 0.000
C 4.4101 1.0993 1.3433 0.05 -0.08 0.03 0.002
H -1.5309 -3.8152 2.8470 0.02 0.00 0.00 0.000
N -0.8499 1.5822 1.3424 0.33 0.06 0.24 0.028
C -1.7514 3.0173 2.8123 -0.04 -0.07 0.07 0.001
N 0.0095 2.6194 1.5468 -0.03 0.06 -0.21 0.001
H 5.4764 0.9678 1.4554 -0.12 0.01 0.01 0.000
C 0.0147 -1.1183 3.0400 0.01 -0.01 -0.18 0.002
H -2.4703 -1.6523 -0.3716 0.06 -0.02 -0.05 0.000
H -2.0064 3.2753 -4.2323 -0.01 -0.06 -0.03 0.000
C -0.2779 -2.3484 3.8981 -0.05 -0.12 -0.10 0.002
H -1.1683 0.4334 -3.5454 -0.03 -0.12 0.10 0.000
H -2.4342 3.4800 3.5064 0.04 -0.05 -0.06 0.000
H -4.5161 2.5515 2.7600 0.02 -0.06 0.02 0.000
H -2.2175 -0.8901 1.5233 -0.04 0.04 0.08 0.000
N -0.0875 1.8960 -1.1989 0.01 0.15 -0.18 0.026
C 0.1328 -1.5067 -2.3460 -0.07 -0.05 0.04 0.002
N -0.6862 -1.2598 -1.2889 0.02 0.23 -0.01 0.032
Cl 0.1904 -3.4911 -5.8771 0.02 0.07 0.10 0.000
H -3.8883 1.4449 3.9957 -0.04 0.00 -0.08 0.000
H 3.4258 -2.8941 3.1264 0.00 0.09 -0.02 0.000
O 0.2153 -0.0255 3.5321 -0.07 -0.05 -0.14 -0.001
H -3.4543 0.7035 -2.7715 0.03 0.06 0.01 0.000
H 2.2595 -1.5528 3.2002 0.17 -0.05 -0.02 0.000
C 0.6262 3.0188 -3.0016 -0.20 0.05 -0.03 0.002
B 1.2665 2.9098 0.6759 -0.01 -0.14 -0.08 -0.001
C -1.5068 -2.9827 -3.3141 0.08 0.02 0.00 -0.002
C -2.6975 1.3553 -2.3247 0.04 0.13 -0.10 0.000
O -0.1451 -3.4282 0.5015 0.00 0.12 0.11 -0.001
H -1.8255 -3.6574 -4.0967 -0.01 0.01 -0.03 0.000
H -3.1283 2.3581 -2.2016 0.05 -0.14 -0.01 0.000
C 3.7150 -1.3697 1.5982 -0.18 -0.03 -0.05 0.000
C -1.7989 2.2313 -4.4865 0.04 -0.05 -0.12 0.000
H -1.1342 -2.1359 4.5381 -0.01 0.00 0.00 0.000
H 2.0687 -2.1229 0.3789 0.02 -0.05 0.02 0.000
H 0.0245 4.3741 2.7143 -0.02 -0.07 -0.05 0.000
H 4.0516 3.2916 1.0179 -0.07 -0.12 0.03 0.000
C -1.8445 -1.8648 -1.2321 -0.10 0.16 0.07 0.000
N 0.0385 -1.4430 1.6923 0.09 -0.07 0.19 0.039
C -0.5134 3.4818 2.4334 -0.01 -0.12 -0.13 0.000
C -0.2986 2.0795 -2.5017 0.21 0.08 -0.01 0.004
C 3.7182 2.2691 1.1266 -0.08 -0.08 -0.05 0.000
C -0.5002 -3.4566 2.8832 0.05 0.08 0.08 0.002
C 3.4271 0.0934 1.3743 0.04 -0.09 0.03 0.003
C 0.6338 -2.4780 -4.5140 0.05 -0.02 -0.06 -0.001
C -2.2934 -2.7488 -2.2239 -0.09 -0.08 -0.04 0.001
I 4.0587 -0.0318 -3.4574 -0.07 -0.05 -0.02 0.000
H 2.1367 4.1546 -1.7996 -0.08 -0.07 0.03 0.000
N 2.2175 0.6302 1.2004 0.07 0.48 -0.27 0.037
H -5.1539 0.9050 2.8799 0.03 0.04 0.01 0.000
C -1.9206 1.8179 2.0945 -0.12 0.07 -0.13 0.002
C -2.9832 -0.5043 2.1915 0.03 0.11 0.10 0.000
H -3.2554 -3.2357 -2.1105 0.08 0.05 -0.01 0.000
C -1.4569 1.4371 -3.2249 -0.01 0.10 -0.01 0.000
H 3.6134 -2.0633 -0.4575 -0.06 0.01 0.07 0.000
Ni 0.2997 0.0650 0.2213 0.21 -0.31 -0.09 1.767
H -3.5655 1.1477 0.9768 0.00 0.00 -0.04 0.000
H 0.1473 -4.3247 3.0074 -0.02 0.01 0.00 0.000
C 1.3458 3.4247 -1.8963 0.06 -0.02 0.01 0.002
H 0.5802 -2.5202 4.5486 0.01 0.00 0.01 0.000
C 2.2199 -1.0176 -3.4463 -0.02 0.06 0.20 0.001
H -2.6868 1.8094 -4.9678 0.07 0.03 0.02 0.000
H 0.7296 3.3753 -4.0149 -0.03 0.00 0.11 0.000
C 1.4241 -0.8490 -2.3017 0.03 0.15 0.11 0.003
C 3.1372 -2.2737 0.5042 0.08 0.04 -0.01 -0.001
C -3.1870 0.9982 1.9943 0.06 -0.10 0.06 0.000
H 1.6352 4.0446 0.8711 -0.02 -0.08 0.00 0.000
C -0.1834 -2.7935 1.5439 0.08 0.14 -0.09 0.003
C -4.2483 1.5117 2.9633 -0.04 0.02 0.04 0.000
H 3.3024 -3.3269 0.7530 0.03 0.06 0.01 0.000
C 1.8321 -1.8184 -4.5292 -0.03 0.04 0.06 0.001
H -2.6631 -0.7120 3.2196 -0.05 0.02 -0.13 0.000
H -0.9812 2.2125 -5.2137 -0.08 0.00 0.08 0.000
H 4.8022 -1.4449 1.5434 0.13 -0.06 0.00 0.000
H -3.9178 -1.0407 2.0040 0.00 0.03 0.02 0.000
C -0.2495 -2.3450 -3.4179 -0.16 0.00 0.10 0.001
N 0.8907 2.7498 -0.8324 -0.11 -0.07 0.31 0.000
N 2.4167 1.9582 1.0381 -0.11 0.11 0.19 0.000
```
Positions in Å, forces in eV/Å.

Output
**Multiplicity**: 3
**Energy**: -4158.00932 Eh
**Net charge**: -1
**Frontier orbital gap (spin up / spin down)**: 0.260 / 0.259 Eh
**⟨S²⟩**: 2.005
**Molar mass**: 800.54 g mol⁻¹

In the order shown, the computed energy above the lowest of the compared OMol25 structures with the same formula, charge and spin values come out to 218.0; 0.0 kJ/mol.